# 1
21
Properties=species:S:1:pos:R:3:nbo_charge:R:1 method="wB97M-V/def2-TZVPD" gap_ev=8.70 e_above_lowest_kcal_mol=0.1 multiplicity=1
Tl 2.448 -1.933 2.351 0.8733
C -0.943 -3.256 3.197 -0.2396
O 0.048 -2.496 2.520 -0.8438
H -1.447 -3.943 2.514 0.1735
H -1.688 -2.604 3.659 0.1751
H -0.460 -3.839 3.981 0.1764
H -0.358 -1.878 1.839 0.5242
Br -0.179 4.048 -4.074 0.0517
C 0.001 2.718 -2.736 -0.0669
C 1.261 2.424 -2.240 -0.2558
C 1.384 1.448 -1.262 -0.1698
C 0.263 0.778 -0.785 -0.1095
C -0.991 1.093 -1.296 -0.1647
C -1.130 2.063 -2.276 -0.2544
C 0.380 -0.284 0.278 0.7897
O -0.672 -0.798 0.706 -0.7145
O 1.558 -0.559 0.691 -0.8708
H 2.129 2.950 -2.614 0.2270
H 2.355 1.193 -0.860 0.2320
H -1.856 0.566 -0.914 0.2392
H -2.103 2.310 -2.679 0.2276

---

# 2
26
Properties=species:S:1:pos:R:3:nbo_charge:R:1 method="wB97M-V/def2-TZVPD" gap_ev="4.66 / 4.66" total_charge=-2 multiplicity=1
Pd 0.374 1.503 -0.688 0.0593
C -4.410 2.122 2.380 -0.7424
S -4.317 1.282 0.771 0.1633
C -2.506 1.237 0.642 -0.0943
S -1.708 2.710 0.418 -0.3100
N -2.051 0.007 0.703 -0.4237
N -0.715 -0.069 0.580 -0.2734
C -0.145 -1.226 0.563 -0.0419
C 1.279 -1.256 0.371 0.1457
C 1.961 -2.478 0.237 -0.2335
C 3.307 -2.493 -0.039 -0.2116
C 3.976 -1.271 -0.151 -0.3100
C 3.248 -0.111 0.032 0.0534
N 1.939 -0.068 0.279 -0.4533
H -5.463 2.295 2.607 0.1936
H -3.869 3.063 2.310 0.2289
H -3.964 1.486 3.144 0.2006
H -0.713 -2.156 0.606 0.1592
H 1.396 -3.399 0.332 0.1974
H 3.837 -3.428 -0.177 0.1896
H 5.034 -1.232 -0.381 0.1933
H 3.747 0.852 -0.014 0.1804
Cl 0.606 1.932 -4.877 -0.5644
Si 0.113 1.052 -2.903 0.7876
Cl 0.980 -0.918 -3.344 -0.5634
Cl -1.934 0.564 -3.402 -0.5304

---

# 3
25
Properties=species:S:1:pos:R:3:nbo_charge:R:1 method="wB97M-V/def2-TZVPD" gap_ev=9.00 e_above_lowest_kcal_mol=0.0 multiplicity=1
O -3.888 -0.734 -3.196 -0.4912
C -3.125 -1.623 -3.419 0.5176
Cl -3.388 -3.231 -2.752 -0.0187
C -1.930 -1.364 -4.326 -0.1763
O -1.092 -2.516 -4.487 -0.5116
C 0.201 -2.234 -4.186 0.9731
O 1.022 -1.986 -5.022 -0.5424
O 0.582 -2.245 -2.892 -0.3469
N -0.511 -2.449 -1.969 -0.2714
C -0.540 -1.520 -1.159 0.1289
S -0.586 -0.286 -0.241 0.2757
H -2.311 -1.010 -5.272 0.2356
H -1.362 -0.571 -3.858 0.2192
O -0.629 1.331 2.011 -0.5837
C 0.351 1.591 2.646 0.8002
C 0.764 0.999 3.978 -0.5283
C 1.836 1.977 4.453 -0.4293
C 2.397 2.491 3.135 -0.0718
O 1.287 2.465 2.218 -0.4837
H 1.166 0.000 3.804 0.2395
H -0.084 0.946 4.654 0.2461
H 2.592 1.532 5.097 0.2252
H 1.368 2.796 5.001 0.2124
H 3.185 1.848 2.739 0.1812
H 2.776 3.507 3.206 0.2009

---

# 4
26
Properties=species:S:1:pos:R:3:nbo_charge:R:1 method="wB97M-V/def2-TZVPD" gap_ev=9.30 total_charge=+1 multiplicity=1
O -1.010 -2.202 1.956 -0.4181
C -1.120 -1.640 0.921 0.7702
O -2.346 -1.211 0.446 -0.5242
C -2.795 -1.705 -0.755 1.1689
F -4.086 -1.543 -0.813 -0.2641
F -2.482 -3.006 -0.873 -0.3156
F -2.209 -1.065 -1.779 -0.3193
C 0.062 -1.232 0.082 -0.0227
C 0.578 -2.138 -0.846 -0.1940
C 1.685 -1.782 -1.572 0.0830
N 2.239 -0.578 -1.364 -0.4101
C 1.768 0.313 -0.477 0.1130
C 0.651 0.025 0.288 0.0035
C 0.115 0.973 1.328 -0.8607
P 0.064 2.772 0.993 2.3512
O -1.274 3.337 1.171 -1.0592
O 0.692 2.930 -0.467 -1.0100
O 1.195 3.356 1.945 -0.9876
H 0.123 -3.108 -0.993 0.2734
H 2.134 -2.437 -2.305 0.2566
H 3.057 -0.327 -1.906 0.4527
H 2.301 1.247 -0.406 0.2629
H 0.694 0.838 2.246 0.2924
H -0.921 0.740 1.574 0.2859
H 0.101 3.498 -0.986 0.5376
H 0.783 3.948 2.594 0.5342

---

# 5
31
Properties=species:S:1:pos:R:3:nbo_charge:R:1 method="wB97M-V/def2-TZVPD" gap_ev=5.29 total_charge=-2 e_above_lowest_kcal_mol=92.3 multiplicity=1
Pd 0.348 0.577 0.362 0.3437
Se -2.182 -3.804 -0.667 -0.8128
Sb -0.137 -2.710 0.063 0.9682
Se -0.290 -0.458 -1.452 -0.3662
Se -0.693 -0.802 1.724 -0.4452
Se 0.773 -4.441 1.738 -0.7544
F -1.466 2.456 -1.425 -0.3274
C -1.435 2.587 -0.091 0.7058
F -2.166 3.684 0.214 -0.3440
F -2.137 1.574 0.413 -0.3078
S 0.363 2.937 0.451 2.2884
O 1.180 2.343 -0.607 -0.9578
O 0.375 4.372 0.463 -0.9637
O 0.524 2.309 1.754 -0.9557
C 4.633 -0.126 -1.151 -0.8107
S 2.806 -0.332 -0.936 1.3101
O 2.613 -1.752 -1.311 -1.0003
C 3.026 -0.356 0.874 -0.2771
C 2.944 -1.566 1.538 -0.2323
C 2.943 -1.593 2.924 -0.1848
C 3.083 -0.409 3.632 -0.2242
C 3.254 0.794 2.960 -0.2180
C 3.240 0.828 1.574 -0.1882
H 5.148 -0.880 -0.563 0.2225
H 4.900 0.881 -0.833 0.2087
H 4.848 -0.261 -2.209 0.2125
H 2.873 -2.486 0.970 0.2680
H 2.795 -2.545 3.416 0.2345
H 3.042 -0.414 4.714 0.1968
H 3.359 1.725 3.505 0.2009
H 3.384 1.764 1.045 0.2102

---

# 6
22
Properties=species:S:1:pos:R:3:nbo_charge:R:1 method="wB97M-V/def2-TZVPD" gap_ev=4.75 total_charge=+1 e_above_lowest_kcal_mol=46.7 multiplicity=1
In -1.937 0.214 1.417 0.9660
C 3.049 -0.168 3.002 -0.0516
C 1.799 -0.131 2.267 0.3803
C 1.780 -0.604 0.706 0.4176
O 0.688 -0.647 0.108 -0.5302
C 3.163 -0.838 0.118 -0.0582
C 4.271 -0.708 0.864 0.2862
C 4.186 -0.449 2.364 0.2944
O 5.181 -0.544 3.222 -0.3497
O 5.404 -0.882 0.269 -0.3480
O 0.670 0.254 2.703 -0.5606
H 2.959 0.131 4.036 0.2732
H 3.231 -1.167 -0.908 0.2669
C -4.737 0.749 -2.394 -0.6444
C -3.197 0.946 -2.185 -0.0716
O -2.794 -0.195 -1.411 -0.7748
H -4.897 -0.019 -3.150 0.2150
H -5.285 1.616 -2.763 0.2286
H -5.267 0.482 -1.479 0.2175
H -2.886 1.825 -1.621 0.1698
H -2.633 1.043 -3.113 0.1861
H -2.749 -0.908 -2.053 0.4875

---

# 7
18
Properties=species:S:1:pos:R:3:nbo_charge:R:1 method="wB97M-V/def2-TZVPD" gap_ev="7.93 / 7.93" e_above_lowest_kcal_mol=109.7 multiplicity=1
C 0.801 -1.280 1.870 0.2019
C -2.135 0.369 -1.291 -0.2822
C -1.176 -0.671 -1.542 -0.2829
C -1.567 1.341 -0.471 -0.0570
C -0.149 -0.360 -0.732 0.1455
C 1.251 -0.917 -0.532 -0.4355
C 0.453 1.283 0.902 -0.0695
C 1.618 -0.721 0.971 -0.2536
N 0.231 -1.618 2.783 -0.3060
N -0.359 0.853 -0.096 -0.4236
H -3.088 0.519 -1.766 0.2206
H -1.141 -1.550 -2.206 0.2353
H -1.983 2.152 0.147 0.2186
H 1.348 -1.851 -0.936 0.2324
H 2.007 -0.337 -1.095 0.2175
H 0.172 1.321 2.006 0.2163
H 1.171 1.962 0.586 0.1766
H 2.547 -0.496 1.403 0.2456

---

# 8
20
Properties=species:S:1:pos:R:3:nbo_charge:R:1 method="wB97M-V/def2-TZVPD" gap_ev=8.49 e_above_lowest_kcal_mol=58.4 multiplicity=1
C 3.371 -1.210 0.035 -0.2820
O 2.947 0.207 -0.408 -0.5329
C 1.566 0.485 -0.165 0.3068
C 1.035 1.777 0.215 -0.2702
C -0.336 2.073 -0.041 -0.2337
C -1.041 0.934 -0.106 0.2023
O -2.481 0.990 -0.051 -0.4600
C -2.808 -0.368 -0.092 0.6647
N -4.042 -0.663 -0.233 -0.7977
N -1.781 -1.192 0.070 -0.5387
C -0.653 -0.363 0.112 0.1112
C 0.719 -0.637 -0.070 -0.3058
H 4.437 -1.037 0.417 0.2140
H 3.162 -1.834 -0.859 0.2012
H 2.797 -1.651 0.963 0.1937
H 1.897 2.491 0.265 0.2242
H -0.562 3.071 -0.113 0.2362
H -4.704 0.139 -0.288 0.4089
H -4.547 -1.499 0.363 0.4267
H 1.026 -1.713 -0.016 0.2312

---

Table of DFT total energy (Eh), in record order: -3281.9067 -3068.4050 -1674.1377 -1381.4471 -11680.4863 -875.5171 -419.0109 -569.5507